No. 1
The following is a DFT calculation (ωB97M-V/def2-TZVPD) of a gas-phase ion, C7H6NO2 (charge -1) at a distorted geometry.

XYZ file:
```
16
Properties=species:S:1:pos:R:3:forces:R:3:mulliken_charge:R:1
C 0.242 -1.716 1.121 -0.238 0.027 -0.494 0.286
C 1.184 0.940 -0.859 3.585 10.056 -1.618 -0.336
C 0.902 -0.329 -1.037 -4.355 -12.076 1.933 -0.878
C -1.571 -1.165 -0.747 1.032 -1.865 1.070 0.517
C 0.735 1.458 0.434 1.666 2.198 0.502 -0.352
C -0.480 0.684 0.696 -3.840 -0.992 1.941 -0.980
C -0.229 -0.793 0.197 0.529 4.820 -4.273 0.772
N 0.653 -2.495 1.841 0.685 -1.308 1.433 -0.627
O -2.464 -0.380 -0.617 -2.143 2.226 0.068 -0.648
O -1.529 -2.226 -1.340 0.982 -1.297 -0.831 -0.704
H 1.910 1.447 -1.618 -1.187 -0.554 1.896 0.244
H 0.884 -1.128 -1.771 0.266 0.913 -0.464 0.541
H 1.520 1.321 1.233 -0.259 -0.462 -0.295 0.211
H 0.604 2.564 0.488 -0.111 -0.541 -0.365 0.295
H -0.916 0.665 1.734 1.242 0.008 -0.322 0.372
H -1.448 1.153 0.244 2.145 -1.154 -0.179 0.287
```
Forces are in eV/Å.

Properties
2S+1	3
charge	-1
⟨S²⟩	2.009
HOMO energy (spin up / spin down)	-0.060 / -0.175	Ha
strongest force on any atom	12.982	eV/Å
Kohn-Sham gap (spin up / spin down)	0.19775 / 0.21903	Eh
LUMO energy (spin up / spin down)	3.759 / 1.185	eV

No. 2
The following is a DFT calculation (ωB97M-V/def2-TZVPD) of a gas-phase ion, C7H6NO3S (charge -1) at a distorted geometry.

XYZ file:
```
18
Properties=species:S:1:pos:R:3:forces:R:3:mulliken_charge:R:1
C -0.955 -1.155 -0.944 -2.775 -1.642 -0.589 -0.177
C 0.250 -0.697 -0.883 1.194 0.446 0.417 -0.517
C -2.082 -0.444 -0.377 0.423 2.643 4.148 0.479
C -1.695 0.443 0.778 -2.705 -1.701 -2.429 -0.089
C -4.303 0.102 -0.495 -3.008 -0.570 -0.422 0.610
C 0.482 0.574 -0.197 1.193 3.035 -0.857 -0.665
C -0.251 0.535 1.137 0.008 -3.752 -2.089 -0.852
N -3.317 -0.710 -0.833 1.129 0.280 -0.332 -0.737
O -4.216 0.969 0.656 0.115 0.083 -0.343 -0.340
O -5.428 0.082 -1.039 2.122 0.699 1.269 -0.666
O -2.694 2.556 2.000 0.170 1.700 -0.052 -0.566
S -3.021 1.167 1.803 0.977 -2.828 -1.327 0.428
H -1.181 -2.097 -1.453 0.002 0.287 0.115 0.358
H 0.966 -1.324 -1.295 1.838 -0.611 -0.794 0.417
H 1.549 0.996 -0.177 -1.148 -1.181 0.294 0.302
H -0.036 1.342 -0.847 0.326 -0.394 0.660 0.287
H 0.013 1.309 1.744 0.573 2.131 1.876 0.538
H 0.113 -0.495 1.514 -0.432 1.373 0.455 0.191
```
Forces are in eV/Å.

Properties
charge	-1
HOMO energy	-0.134	Ha
strongest force on any atom	4.936	eV/Å
Kohn-Sham gap	0.26207	Eh
LUMO energy	3.491	eV

No. 3
The following is a DFT calculation (ωB97M-V/def2-TZVPD) of a molecular structure, C7H6O5 at a distorted geometry.

XYZ file:
```
18
Properties=species:S:1:pos:R:3:forces:R:3:mulliken_charge:R:1
C -0.802 1.711 1.395 -0.002 0.184 -0.111 -0.361
C -0.754 3.039 0.961 0.484 -0.404 0.178 -0.411
C 0.452 3.736 0.943 0.414 -0.398 0.385 -0.402
C 1.631 3.116 1.389 -0.266 -0.675 0.005 -0.528
C 1.605 1.778 1.808 -0.900 -0.404 0.039 -0.372
C 0.377 1.075 1.808 1.064 1.209 -0.062 0.332
C 0.242 -0.398 2.235 -4.623 0.223 -1.493 0.731
O 1.280 -1.007 2.585 0.634 -0.079 0.285 -0.284
O -0.949 -0.788 2.080 2.876 -0.053 0.903 -0.560
O -0.952 -3.417 2.446 -0.956 -0.783 -0.359 -0.124
H -1.765 1.194 1.385 0.586 0.052 0.109 0.376
H -1.672 3.507 0.636 0.021 0.075 -0.022 0.383
H 0.484 4.764 0.605 -0.002 -0.027 0.002 0.379
H 2.587 3.627 1.407 -0.184 0.144 -0.091 0.372
H 2.486 1.225 2.148 -0.145 0.523 -0.185 0.352
O -2.024 -3.450 1.862 0.453 -0.464 0.371 0.163
O -2.761 -4.924 1.943 -0.360 1.498 -0.494 -0.377
H -3.591 -4.583 1.510 0.905 -0.621 0.539 0.330
```
Forces are in eV/Å.

Properties
charge	0
HOMO energy (spin up / spin down)	-0.365 / -0.364	Ha
strongest force on any atom	4.863	eV/Å
Kohn-Sham gap (spin up / spin down)	0.34481 / 0.22694	Eh
LUMO energy (spin up / spin down)	-0.557 / -3.742	eV

Question: Which value of charge does entry 1 give?
Answer: -1

Question: Which of these has the highest strongest force on any atom?
Answer: C7H6NO2

Question: Number 3 is which compound?
Answer: C7H6O5

Copy entry 2 word for word.
The following is a DFT calculation (ωB97M-V/def2-TZVPD) of a gas-phase ion, C7H6NO3S (charge -1) at a distorted geometry.

XYZ file:
```
18
Properties=species:S:1:pos:R:3:forces:R:3:mulliken_charge:R:1
C -0.955 -1.155 -0.944 -2.775 -1.642 -0.589 -0.177
C 0.250 -0.697 -0.883 1.194 0.446 0.417 -0.517
C -2.082 -0.444 -0.377 0.423 2.643 4.148 0.479
C -1.695 0.443 0.778 -2.705 -1.701 -2.429 -0.089
C -4.303 0.102 -0.495 -3.008 -0.570 -0.422 0.610
C 0.482 0.574 -0.197 1.193 3.035 -0.857 -0.665
C -0.251 0.535 1.137 0.008 -3.752 -2.089 -0.852
N -3.317 -0.710 -0.833 1.129 0.280 -0.332 -0.737
O -4.216 0.969 0.656 0.115 0.083 -0.343 -0.340
O -5.428 0.082 -1.039 2.122 0.699 1.269 -0.666
O -2.694 2.556 2.000 0.170 1.700 -0.052 -0.566
S -3.021 1.167 1.803 0.977 -2.828 -1.327 0.428
H -1.181 -2.097 -1.453 0.002 0.287 0.115 0.358
H 0.966 -1.324 -1.295 1.838 -0.611 -0.794 0.417
H 1.549 0.996 -0.177 -1.148 -1.181 0.294 0.302
H -0.036 1.342 -0.847 0.326 -0.394 0.660 0.287
H 0.013 1.309 1.744 0.573 2.131 1.876 0.538
H 0.113 -0.495 1.514 -0.432 1.373 0.455 0.191
```
Forces are in eV/Å.

Properties
charge	-1
HOMO energy	-0.134	Ha
strongest force on any atom	4.936	eV/Å
Kohn-Sham gap	0.26207	Eh
LUMO energy	3.491	eV